Record 1
119
Properties=species:S:1:pos:R:3:forces:R:3 method="wB97M-V/def2-TZVPD" total_energy_ha=-4435.11626 gap_ha=0.2366 e_above_lowest_ev=3.238 e_lumo_ev=-1.005
La 10.031845 17.212780 10.290694 2.1 -0.1 2.0
C 11.388865 22.005413 11.172185 -1.2 0.0 -0.8
C 11.631940 20.667007 10.865116 -0.7 -0.7 1.6
N 10.623480 19.898049 11.376119 -0.2 1.3 -0.7
N 9.665292 20.813026 11.859579 2.1 -0.1 -1.3
C 10.088658 22.070117 11.675216 1.8 -0.6 0.5
B 8.251440 20.374542 12.025896 -0.3 -1.5 -0.3
N 7.787401 19.838937 10.603493 -0.5 -1.0 -2.3
C 6.664443 20.240813 9.948223 0.6 -0.9 -0.2
C 6.596346 19.612092 8.684217 0.5 0.3 0.3
C 7.788402 18.860066 8.597024 -1.1 0.0 1.0
N 8.484383 18.923422 9.739494 -2.1 3.0 0.6
N 8.309415 19.176613 13.033802 -0.5 -1.6 -0.5
C 7.743745 19.241487 14.249595 -0.2 -0.7 -0.1
C 7.501546 17.956476 14.711046 0.8 -1.1 -0.4
C 7.953230 17.112995 13.635565 0.0 -1.3 1.3
N 8.508661 17.791606 12.655233 -0.8 2.5 -0.1
H 11.974587 22.837553 10.908806 0.7 0.8 -0.2
H 12.549297 20.241791 10.417890 -0.8 0.1 0.4
H 9.584046 22.930906 12.082279 -0.3 -0.1 -0.2
H 7.451348 21.267398 12.324929 0.7 -0.6 0.1
H 5.961730 20.915483 10.456854 0.5 -0.4 -0.4
H 5.821131 19.678365 7.917652 0.4 0.1 0.5
H 8.091341 18.156128 7.815764 -0.1 0.4 0.2
H 7.497924 20.220674 14.647578 0.1 -0.3 0.1
H 7.296414 17.536034 15.701846 -0.4 0.7 -0.5
H 7.885738 15.959572 13.620435 0.4 2.2 -0.2
O 10.889035 9.826117 16.680065 -0.4 -0.1 -0.2
S 10.666424 11.178978 16.087684 0.8 -0.8 0.3
C 9.726779 12.094510 17.339495 0.0 0.9 -1.2
C 8.462931 11.758057 17.731257 -1.5 -1.5 1.3
C 7.943856 12.390795 18.899732 -0.8 -0.8 -0.9
C 8.647356 13.412505 19.477477 0.4 1.2 -0.5
C 9.837166 13.901585 18.930678 1.0 -0.5 -0.6
C 10.395304 13.234618 17.832618 0.6 -0.8 0.0
P 12.032189 13.492664 16.900660 -1.5 0.2 -1.0
C 12.459939 15.115733 17.443386 0.7 1.3 2.1
C 13.342568 15.352951 18.536870 -0.9 1.7 0.7
C 13.411127 16.664036 19.080830 0.6 0.1 0.8
C 12.711372 17.731997 18.507836 0.3 -0.7 -0.1
C 11.926404 17.483796 17.390557 0.5 -0.2 0.6
C 11.753535 16.214346 16.912005 0.2 -0.9 0.0
C 13.126686 12.402526 17.780829 1.1 -1.5 0.3
C 14.009037 11.604357 17.003727 -0.5 -0.2 1.1
C 14.970874 10.763447 17.592152 0.1 -0.1 -0.3
C 15.135609 10.788164 18.993171 -0.2 0.8 -0.7
C 14.267090 11.622338 19.728085 0.2 -0.5 1.3
C 13.191502 12.290912 19.177715 -0.1 1.1 -0.6
C 9.567984 11.052760 14.685184 -1.2 1.8 0.3
C 8.690561 12.158815 14.474590 0.2 -1.0 -0.9
C 7.739520 12.034267 13.445658 -0.2 0.7 0.3
C 7.742205 10.882388 12.650781 -0.2 -0.7 0.3
C 8.712821 9.874999 12.758173 0.1 1.3 0.2
C 9.678696 10.014055 13.774483 -0.6 -0.2 -0.9
P 11.233436 9.123102 13.612767 1.8 1.1 0.8
C 10.822165 7.495303 14.263598 0.8 1.3 -0.5
C 11.310350 7.044788 15.478674 -0.2 -0.3 0.3
C 11.069141 5.723733 15.860994 1.0 0.2 0.1
C 10.369151 4.857518 15.028155 -0.4 0.3 -0.5
C 9.893414 5.378239 13.810812 -0.8 -1.7 -0.5
C 10.119646 6.705377 13.427036 -2.4 -2.2 -1.2
C 11.491736 9.130832 11.759131 -0.8 -1.1 0.5
C 11.393935 10.359232 11.118713 -0.3 0.7 0.5
C 11.506909 10.493345 9.752043 0.3 0.2 -0.9
C 11.950328 9.401163 9.027351 -0.5 -1.4 0.2
C 12.010254 8.124717 9.634715 0.1 0.5 -0.5
C 11.732471 7.984568 10.983712 0.4 1.1 -0.2
H 7.913106 10.892156 17.241888 0.8 1.3 0.7
H 6.955532 12.139132 19.353917 0.9 0.0 -0.7
H 8.187561 13.991528 20.248697 -0.1 0.0 0.7
H 10.417627 14.717424 19.372281 -0.5 0.0 -0.1
H 13.811157 14.606215 19.196196 -0.2 0.0 -1.2
H 14.009896 16.851936 20.040147 -0.9 -0.4 -1.6
H 12.718828 18.722804 18.926784 0.3 0.2 0.2
H 11.416521 18.246161 16.869669 -0.6 1.0 -0.2
H 10.954252 16.121994 16.181748 0.3 -0.5 -0.3
H 13.831844 11.542382 15.946022 0.2 0.2 -0.4
H 15.574997 10.115170 16.894275 -0.6 0.7 1.1
H 15.948380 10.234687 19.482246 -0.5 0.3 -0.2
H 14.388669 11.791933 20.813194 0.1 -0.6 -0.6
H 12.474629 12.890983 19.800517 0.9 -0.8 -0.5
H 8.870023 13.107833 14.992502 -0.5 -0.6 0.2
H 6.967002 12.850643 13.269281 1.2 -1.2 0.1
H 6.942075 10.724732 11.953874 -0.2 0.2 -0.5
H 8.842903 9.105503 11.967505 -0.4 0.6 0.8
H 11.786818 7.754884 16.151567 0.2 -0.3 -0.2
H 11.627802 5.366913 16.728943 -0.7 0.0 0.1
H 10.122389 3.823032 15.338506 0.4 0.7 -0.4
H 9.336643 4.654285 13.138709 0.6 1.2 0.8
H 9.550275 7.087890 12.527853 1.2 -0.5 1.0
H 11.215987 11.269217 11.680286 -0.3 -0.1 0.2
H 11.234740 11.423155 9.208436 0.5 -0.5 0.7
H 12.173319 9.484993 7.982519 -0.1 0.1 -0.4
H 12.223529 7.213303 9.057754 0.1 0.6 0.1
H 11.811776 7.011758 11.398993 -0.2 -0.6 0.5
N 12.165961 16.461064 12.488359 -0.2 3.0 -0.1
C 13.038102 15.579629 11.891489 1.3 -3.1 -1.3
C 13.989930 14.706355 12.502186 -1.0 1.5 -1.2
C 14.664065 13.816387 11.657403 0.6 -0.6 0.9
C 14.292943 13.662900 10.342813 1.0 -2.5 0.5
C 13.195274 14.255647 9.751432 -1.1 1.9 -0.5
C 12.778791 13.860857 8.410956 -0.2 0.7 1.4
C 11.719174 14.076556 7.553001 0.6 -0.8 -1.2
C 10.377623 14.312080 7.883644 -0.2 0.9 -0.1
N 10.120318 14.910374 9.007761 -1.1 -1.5 -0.1
C 12.742111 15.426251 10.484009 0.3 1.0 -1.7
H 11.660725 16.069831 13.227449 -0.6 -0.4 1.5
H 12.597278 17.365178 12.722067 -0.5 -0.6 0.2
H 14.290825 14.762947 13.550904 -0.5 0.1 -0.2
H 15.431471 13.135864 12.105339 -0.7 0.8 -0.6
H 14.834425 12.854002 9.839503 -0.3 0.3 -0.2
H 13.423030 13.089643 8.073597 1.0 -0.3 -0.8
H 11.861722 13.720556 6.525309 0.1 -0.3 0.5
H 9.537764 13.964619 7.203703 1.1 0.1 0.8
O 8.447277 13.131459 10.078283 0.3 1.7 -1.4
S 8.612885 14.522964 9.654650 0.2 -0.2 2.5
O 7.625977 15.130623 8.774882 0.2 -0.3 0.6
O 12.227079 16.450149 9.809999 0.2 -1.0 1.1
O 8.912008 15.358066 10.928509 -1.9 -1.0 -0.7


Record 2
77
Properties=species:S:1:pos:R:3:forces:R:3 method="wB97M-V/def2-TZVPD" charge=-1 spin_multiplicity=5 total_energy_ha=-4062.59495 gap_ha="0.2922 / 0.2924" e_above_lowest_ev=0.000 e_lumo_ev="2.392 / 2.392"
Pm -0.328800 0.380136 1.376930 -0.7 -3.2 -1.7
N 2.089348 -0.924629 1.822962 -0.1 0.0 -0.2
C 2.397756 -1.952427 0.827049 -0.2 -0.2 -0.1
C 1.112690 -2.641342 0.341721 0.3 0.2 0.0
O 1.130392 -3.881721 0.213058 0.0 0.0 -0.1
N 0.107548 -1.803026 0.128040 -0.4 -0.2 0.3
C -1.096605 -2.459020 -0.356627 0.2 0.1 0.2
C -2.361326 -1.675578 -0.040601 -0.5 -0.3 -0.5
O -3.409305 -2.021441 -0.614644 0.1 0.3 0.1
O -2.269146 -0.714287 0.795040 -0.3 0.0 -0.1
H 2.794831 -0.198955 1.862904 0.1 0.0 0.0
H 2.043453 -1.341088 2.743316 0.0 0.1 0.1
H 3.076085 -2.725045 1.196003 0.0 0.0 0.0
H 2.855611 -1.493665 -0.050783 0.1 0.0 0.1
H -1.206553 -3.455213 0.087636 0.0 0.0 -0.1
H -1.044796 -2.615357 -1.438907 -0.1 -0.1 0.0
O 1.112425 0.689350 3.876489 0.3 0.7 -0.3
P 1.536684 2.097074 3.120634 0.9 0.6 1.3
O 2.835505 2.559615 3.624885 -0.1 0.1 -0.1
O 1.333668 1.807284 1.653651 0.9 1.0 0.6
O 0.347098 3.079121 3.613941 -0.2 -0.4 -0.2
P -1.192390 2.881300 3.056400 -0.1 1.5 0.4
O -1.011091 3.298272 1.498722 0.0 0.1 0.5
O -2.074842 3.814503 3.764840 0.0 -0.1 0.1
O -1.461868 1.398394 3.002644 -0.4 0.5 0.5
H 1.095127 0.898849 4.820744 -0.1 -0.3 0.0
H -1.233312 4.230388 1.381515 0.0 -0.1 -0.1
C 3.251960 1.279927 -0.735096 -0.1 -0.2 0.2
P 1.477826 0.876522 -1.052469 0.5 0.4 -0.8
C 1.586194 -0.376199 -2.377208 -0.1 -0.1 0.1
C 0.380318 -0.794146 -2.943117 0.0 0.0 0.0
C 0.351728 -1.801666 -3.890854 0.0 0.0 0.0
C 1.531646 -2.430484 -4.269395 0.0 0.0 0.0
C 2.731229 -2.039046 -3.698786 0.0 0.0 0.0
C 2.759813 -1.015138 -2.760176 0.0 0.1 0.0
C 1.115668 2.414963 -1.997449 0.1 0.0 0.1
C 1.039348 3.584776 -1.238794 0.0 -0.1 0.0
C 0.686116 4.785013 -1.831457 0.0 0.0 0.0
C 0.405663 4.834067 -3.189643 0.0 0.1 0.0
C 0.516764 3.684152 -3.955069 0.0 0.0 0.0
C 0.878755 2.481136 -3.365335 0.0 0.0 0.1
H 3.267689 2.095874 -0.014186 0.0 0.0 0.0
H 3.751594 1.581794 -1.654809 0.0 0.0 0.0
H 3.771966 0.430496 -0.288754 0.0 0.0 0.0
H -0.537508 -0.329412 -2.596985 -0.1 0.0 0.0
H -0.591624 -2.121095 -4.317611 0.0 0.0 0.0
H 1.514450 -3.234241 -4.994646 0.0 0.0 0.0
H 3.652078 -2.537696 -3.975360 0.0 0.0 0.0
H 3.709178 -0.722444 -2.328711 0.0 0.0 0.0
H 1.225317 3.532762 -0.172004 0.0 0.1 0.0
H 0.610460 5.682580 -1.229083 0.0 0.0 0.0
H 0.102087 5.766187 -3.650174 0.0 0.0 0.0
H 0.311939 3.721057 -5.018610 0.0 0.0 0.0
H 0.965875 1.590873 -3.974347 0.0 0.0 0.0
N 0.755476 -4.632729 4.392828 0.1 0.0 -0.1
C 0.014828 -3.482355 4.446096 -0.2 0.1 0.2
C -0.139364 -2.686076 3.298204 -0.1 -0.1 -0.2
N -0.765993 -1.525955 3.330947 0.2 0.0 0.2
C -1.304651 -1.157701 4.501666 -0.1 0.0 0.2
C -1.186829 -1.967234 5.614241 0.0 0.0 -0.1
N -0.518875 -3.121715 5.607705 0.1 -0.1 -0.1
H 0.945769 -5.017945 3.482439 0.0 -0.1 0.0
H 0.647523 -5.273038 5.158681 0.0 0.0 0.0
H 0.230562 -3.036411 2.343541 0.1 0.0 0.0
H -1.819533 -0.209272 4.531267 0.0 0.0 0.0
H -1.644861 -1.686097 6.555455 0.0 0.1 0.0
C -4.414548 -0.125392 -3.370620 0.0 0.2 0.2
N -3.338588 0.667224 -2.801017 -0.1 -0.4 0.1
C -3.278045 1.097552 -1.532485 0.4 0.6 -0.7
N -4.376690 0.961455 -0.769559 -0.2 -0.7 0.2
S -1.910325 1.958004 -1.029865 -0.1 0.0 -0.1
H -4.140498 -0.408952 -4.384345 0.0 0.0 0.0
H -5.339494 0.456586 -3.405763 0.0 0.0 0.0
H -4.574962 -1.028013 -2.781008 0.0 -0.1 0.0
H -2.499478 0.814865 -3.332760 0.1 0.0 0.0
H -4.805337 0.037582 -0.833837 0.0 0.1 0.0
H -4.180803 1.193512 0.190755 0.1 0.0 0.2


Record 3
77
Properties=species:S:1:pos:R:3:forces:R:3 method="wB97M-V/def2-TZVPD" total_energy_ha=-8111.58892 gap_ha=0.3312 smiles="CCCP(Br)(Br)(C[C@@H](O)C(F)(F)F)CC(N)(N)N.O=C1OC[C@@H](F)O1.O=C1OC[C@@H](F)O1.O=C1OC[C@@H](F)O1.O=C1OC[C@@H](F)O1" e_lumo_ev=0.308
C 1.163971 0.759984 -2.701189 -0.7 0.0 0.6
C 1.023530 1.601129 -1.408720 0.6 -1.1 -0.9
C 1.517090 0.714168 -0.242826 0.0 0.3 -0.8
P 2.393961 1.563097 1.152285 -0.1 0.3 -1.4
Br 2.062328 1.518135 3.419167 -0.1 -0.2 0.7
Br 4.201075 2.833639 0.468761 0.0 -0.1 -0.2
C 3.591957 0.107355 1.343110 0.2 0.0 0.6
C 3.030012 -1.288032 1.688600 0.2 0.0 -0.3
O 1.743531 -1.416807 2.232843 -0.3 0.0 0.2
C 3.115277 -2.322308 0.540190 -0.1 -0.1 2.1
F 4.210942 -2.228257 -0.177456 0.6 0.3 -1.0
F 2.038513 -2.366071 -0.206895 -0.6 0.3 -1.2
F 3.169788 -3.537504 1.137523 0.2 -0.7 0.1
C 1.371803 3.139027 1.107731 -0.4 0.3 0.8
C -0.150909 3.017704 1.395893 -0.6 1.4 1.1
N -0.902513 3.599940 0.292728 -0.1 -1.1 -0.2
N -0.441442 3.902405 2.590415 0.6 -0.6 0.0
N -0.671583 1.676850 1.663070 0.4 -0.4 -0.9
H 2.186678 0.432942 -2.877368 0.1 0.1 -0.2
H 0.536943 -0.127539 -2.588057 0.1 -0.2 -0.1
H 0.745124 1.307433 -3.543386 0.3 0.1 -0.2
H 1.650409 2.475400 -1.557890 -0.2 0.3 0.3
H -0.030018 1.831621 -1.324363 0.1 0.6 0.4
H 0.675774 0.093822 0.057716 0.0 0.1 0.5
H 2.226759 0.020523 -0.690358 0.3 0.0 0.2
H 4.316711 0.384132 2.103588 -0.1 0.1 0.2
H 4.175971 0.066728 0.428123 -0.2 0.0 -0.2
H 3.697049 -1.721191 2.432766 0.1 0.0 0.1
H 1.139779 -0.707416 1.977726 0.2 0.0 -0.1
H 1.780439 3.789217 1.877345 0.2 -0.1 0.1
H 1.507605 3.717313 0.199641 0.1 -0.5 -0.4
H -0.547043 4.530621 0.117394 -0.1 0.0 0.0
H -1.877018 3.664115 0.607817 0.9 0.4 -0.3
H -1.306468 3.533891 2.976771 -0.2 0.4 0.0
H 0.254979 3.721019 3.311682 0.0 0.0 0.0
H -0.603917 1.420284 2.636394 -0.1 0.2 0.0
H -1.626616 1.613027 1.337054 0.0 -0.1 0.1
O -3.462227 3.784807 1.397593 -0.6 -0.2 0.1
C -4.245344 2.976696 1.008052 0.1 0.3 0.0
O -5.334150 3.260103 0.262616 0.1 -0.2 0.2
C -5.933615 2.015180 -0.119123 -0.4 0.2 -0.2
C -5.425258 1.082371 0.950394 0.2 -0.4 -0.3
F -5.251773 -0.171742 0.481531 0.0 0.0 0.1
O -4.156967 1.642606 1.261957 -0.3 0.3 0.2
H -5.581497 1.731392 -1.111569 0.1 -0.1 0.1
H -7.017655 2.091669 -0.134877 0.0 0.2 0.1
H -6.037920 1.049178 1.852854 0.0 -0.1 0.0
O -2.055437 -5.678272 3.405766 0.1 0.1 0.0
C -0.916769 -5.357743 3.456898 -0.3 0.0 -0.1
O -0.035909 -5.480912 2.427695 0.0 0.0 0.4
C 1.190780 -4.856888 2.833012 0.2 -0.1 -0.3
C 1.089627 -4.914536 4.335266 -0.1 0.4 0.1
F 1.700039 -3.856545 4.919145 0.0 -0.1 0.1
O -0.307957 -4.821065 4.554204 0.1 -0.5 -0.2
H 1.217156 -3.834595 2.459311 0.0 0.1 0.2
H 2.050883 -5.396952 2.446510 -0.2 -0.2 -0.1
H 1.465719 -5.837607 4.780904 0.1 0.1 0.1
O -3.509446 -4.301001 -2.307631 0.0 -0.1 0.1
C -2.638864 -4.972184 -1.867324 -0.2 0.2 0.1
O -1.469331 -4.491903 -1.371785 -0.1 -0.3 -0.1
C -0.749363 -5.598080 -0.815392 0.4 0.2 0.1
C -1.341516 -6.765174 -1.562215 -0.2 -0.2 0.3
F -1.365835 -7.886805 -0.802093 0.0 0.0 -0.1
O -2.670529 -6.337250 -1.798042 0.3 0.3 -0.3
H -0.939218 -5.652146 0.255630 -0.1 -0.2 0.0
H 0.320693 -5.489900 -0.980538 -0.1 0.2 -0.1
H -0.857257 -6.987580 -2.515224 0.0 -0.1 0.0
O 1.665632 5.033009 -2.339458 0.0 0.1 0.0
C 1.388848 4.940642 -3.486305 -0.1 0.1 0.3
O 0.251949 4.366853 -3.961709 0.3 0.1 -0.1
C 0.223185 4.572321 -5.376171 -0.4 -0.3 -0.1
C 1.682854 4.778052 -5.693686 0.0 0.4 -0.1
F 1.853960 5.629136 -6.734269 0.1 0.0 0.0
O 2.172162 5.386449 -4.513080 -0.2 -0.5 0.1
H -0.373674 5.456697 -5.604341 0.2 0.1 -0.1
H -0.204958 3.713137 -5.887135 0.0 -0.1 0.2
H 2.238511 3.858183 -5.885200 0.1 0.1 -0.1


Record 4
26
Properties=species:S:1:pos:R:3:forces:R:3 method="wB97M-V/def2-TZVPD" charge=+1 total_energy_ha=-1029.01837 gap_ha=0.3183 e_above_lowest_ev=2.299 smiles=C[C@@]12[C@H]([NH3+])[C@@H]1CN2c1cnnc(Cl)c1 e_lumo_ev=-3.486
C 0.562065 -2.051082 -0.936357 -0.1 -0.1 0.0
C 1.028753 -0.773181 -0.349863 -1.0 1.6 0.6
C 2.221179 -0.530630 0.535779 0.1 -0.1 -0.4
N 1.917098 0.166772 1.794396 0.0 0.0 0.1
C 2.077689 0.235002 -0.760340 -0.1 0.1 0.2
C 1.065978 1.359379 -0.629571 0.0 0.2 -0.2
N 0.117684 0.453930 0.054435 1.4 -1.6 -0.4
C -1.262949 0.566610 -0.033595 -0.9 0.1 0.0
C -1.858389 1.840684 -0.144686 0.6 -0.6 0.0
N -3.156138 2.014162 -0.126441 0.3 1.1 -0.1
N -3.974734 1.018608 -0.024274 -1.1 -1.0 0.1
C -3.499535 -0.207493 0.085264 0.7 0.3 0.0
Cl -4.635896 -1.474968 0.215416 -0.1 -0.1 0.0
C -2.132489 -0.502595 0.105849 -0.1 0.3 -0.1
H 0.088198 -2.687593 -0.192748 0.0 -0.1 0.0
H 1.422174 -2.580601 -1.341797 0.0 -0.1 0.0
H -0.138711 -1.865914 -1.747430 0.0 0.0 -0.1
H 2.999507 -1.277556 0.592488 0.0 0.0 0.0
H 2.568619 0.925448 2.009934 -0.1 -0.1 0.0
H 1.864989 -0.471953 2.593387 0.0 0.2 -0.1
H 0.935744 0.534908 1.527502 0.2 0.0 0.3
H 2.816470 0.172900 -1.538830 0.1 -0.1 -0.1
H 1.345742 2.249358 -0.062127 0.0 0.0 0.0
H 0.705401 1.663761 -1.614080 0.0 0.0 0.1
H -1.273046 2.742672 -0.235013 0.1 0.1 0.0
H -1.805400 -1.520638 0.222706 0.1 -0.1 0.0